Computed, not measured: a structure of composition C16H34CoF6N2O6, with ωB97M-V/def2-TZVPD.

As for the expectation value of S²: 3.7562. For the relative energy (zero: lowest compared OMol25 entry of this formula, charge and spin), the calculation gives 346.4 kJ/mol. The HOMO energy (alpha / beta) comes out at -8.19 / -8.21 eV. As for the lowest unoccupied orbital energy (alpha / beta): 0.5 / 0.5 eV. The energy is -86337.888 eV. Its spin multiplicity is 4.

CARTESIAN COORDINATES (ANGSTROEM)
Co: -30.712716 32.296705 1.294530
C: -33.730087 33.922075 1.294955
O: -33.351584 34.416140 -0.033695
O: -32.739513 32.958617 1.560355
C: -33.891114 35.211978 2.276702
F: -33.060981 36.232809 2.404569
F: -35.061060 35.780725 1.973002
F: -34.053794 34.809405 3.583737
C: -34.263335 35.033405 -0.943285
C: -33.622666 34.992455 -2.329247
H: -34.097939 35.604103 -3.096137
H: -32.631408 35.445752 -2.335156
H: -33.569048 33.999684 -2.776049
H: -34.301602 36.078345 -0.635498
H: -35.246819 34.564651 -0.976711
H: -34.684206 33.426947 1.114378
C: -27.605963 32.244928 0.174918
O: -28.183957 33.387208 -0.336133
O: -28.594551 31.806466 1.015681
C: -26.824272 31.331080 -0.855514
F: -26.625437 30.003708 -0.441304
F: -27.473598 31.211617 -2.069085
F: -25.639751 31.836768 -1.168581
C: -27.459899 34.323314 -1.065034
C: -28.398967 35.159603 -1.872678
H: -28.970532 34.446440 -2.466671
H: -29.136727 35.664047 -1.248704
H: -27.796808 35.863539 -2.447097
H: -26.636987 33.904885 -1.644542
H: -27.010225 34.972693 -0.313901
H: -26.855810 32.578543 0.891913
C: -31.393302 32.024816 -3.150678
C: -31.575325 31.784656 -1.642400
C: -31.250862 30.390229 -1.163227
O: -31.432285 30.374515 0.230368
C: -31.466915 29.029092 0.803553
N: -30.919658 32.809437 -0.792850
H: -30.469663 31.561655 -3.497760
H: -31.366363 33.078102 -3.429871
H: -32.246587 31.645923 -3.713216
H: -32.596523 32.117317 -1.456377
H: -30.183046 30.295175 -1.360305
H: -31.999422 29.787403 -1.677392
H: -30.517352 28.676759 1.206398
H: -31.800551 28.276955 0.088661
H: -32.197718 29.150499 1.603118
H: -31.537662 33.552113 -1.087138
H: -30.031342 33.110828 -1.167208
C: -30.537224 31.712669 5.595085
C: -30.904496 32.228310 4.200265
C: -30.043106 33.444851 3.875959
O: -30.193272 34.001346 2.552060
C: -29.708905 35.291509 2.408706
N: -30.758424 31.260273 3.159697
H: -29.621451 31.122928 5.635779
H: -31.369996 31.071379 5.883755
H: -30.636538 32.535264 6.303311
H: -31.960174 32.499631 4.196167
H: -28.981152 33.225532 3.986644
H: -30.311880 34.169209 4.644834
H: -29.431545 35.265746 1.354903
H: -28.851048 35.554275 3.027693
H: -30.482065 36.038377 2.589025
H: -31.316199 30.473562 3.459807
H: -29.854271 31.003213 3.529200

Cartesian forces, eV/Å:
Co -0.220 0.083 -1.215
C 3.993 -1.432 -1.449
O -0.046 0.129 -0.153
O -1.789 1.804 0.955
C -1.322 -1.545 1.452
F 1.491 -0.070 -1.137
F -0.900 0.214 -0.753
F 0.200 -0.703 -0.471
C 0.945 0.499 0.048
C 0.230 0.205 -0.481
H -0.725 0.080 0.290
H 0.310 -0.295 0.437
H 0.080 -0.190 0.301
H -0.730 0.171 -0.132
H -0.127 -0.029 0.321
H -0.603 0.375 0.862
C -0.917 0.271 3.617
O -0.727 0.311 -2.262
O -0.480 -2.023 -0.564
C -1.627 -1.903 -0.845
F -0.275 2.253 -0.171
F -0.014 0.137 0.862
F 0.451 0.098 0.467
C 1.071 0.958 1.006
C -0.208 -0.588 -0.164
H 0.036 0.353 -0.715
H 0.205 0.220 0.122
H -0.452 0.042 -0.260
H -0.217 -0.132 -0.274
H 0.585 0.299 0.069
H 1.334 -0.011 -0.304
C 0.322 -0.458 0.147
C -0.562 1.503 -0.027
C -0.161 1.723 -0.352
O -0.071 -1.400 0.693
C -0.390 1.120 0.097
N 0.056 0.391 -1.079
H 0.025 -0.030 -0.235
H 0.160 0.153 0.415
H 0.086 -0.421 0.004
H -0.590 -1.192 0.220
H 0.032 -0.990 -0.490
H 0.607 -0.899 0.012
H 0.263 0.453 -0.077
H -0.207 0.261 -0.156
H 0.048 -0.457 0.050
H -0.029 1.022 1.199
H 0.627 -0.501 0.098
C -1.438 0.035 -0.296
C -1.146 2.192 0.471
C -0.049 0.596 0.180
O -0.778 -2.080 1.772
C 0.149 0.738 -1.230
N 1.242 -0.786 0.719
H 0.214 0.395 0.140
H 0.115 -0.426 0.097
H 0.713 -0.030 0.130
H -0.004 0.543 0.138
H 0.221 -0.281 0.135
H 0.062 0.453 -0.166
H 0.276 0.815 -0.003
H 0.200 -0.440 0.086
H -0.170 -0.030 -0.005
H -0.530 -0.331 -0.579
H 1.157 -1.225 -1.568